Entry 1:
DFT (ωB97M-V/def2-TZVPD) results for a molecular structure, C30H27Cl5N7OPbS2Te at a distorted geometry.

Calculated values
- E_LUMO: 1.800 eV
- Total charge: -1
- HOMO: -3.9 eV
- Molecular weight: 1077.793 Da

Last column: natural (NBO) charge in e.
Element x y z (Å)
Pb  0.948  -0.060  -0.423  1.044
C  -2.544  3.174  -3.560  -0.699
C  -1.781  2.768  -2.324  0.220
N  -0.786  1.945  -2.409  -0.154
N  -0.539  1.482  -3.654  -0.439
C  0.485  0.667  -4.045  0.277
N  0.423  0.350  -5.377  -0.802
S  1.790  0.117  -3.164  -0.134
C  -2.186  3.288  -1.015  0.150
C  -3.001  4.423  -0.906  -0.236
C  -3.462  4.813  0.334  -0.175
C  -3.069  4.094  1.453  -0.248
C  -2.174  3.059  1.272  0.054
N  -1.738  2.663  0.081  -0.361
H  -2.976  2.292  -4.040  0.226
H  -1.884  3.678  -4.271  0.226
H  -3.365  3.839  -3.324  0.237
H  -1.222  1.699  -4.373  0.368
H  -0.488  0.253  -5.801  0.375
H  1.089  -0.359  -5.638  0.415
H  -3.254  5.007  -1.780  0.205
H  -4.114  5.671  0.431  0.212
H  -3.439  4.350  2.435  0.218
H  -1.790  2.509  2.121  0.207
Cl  -7.341  -0.250  0.846  0.012
C  -5.683  -0.689  0.645  -0.160
C  -4.982  -0.334  -0.504  -0.050
Cl  -5.777  0.566  -1.743  0.017
C  -3.662  -0.712  -0.660  -0.181
Cl  -2.835  -0.388  -2.135  0.017
C  -2.913  -1.409  0.335  0.450
O  -1.700  -1.721  0.155  -0.775
C  -3.679  -1.736  1.496  -0.172
Cl  -2.885  -2.605  2.761  0.006
C  -5.019  -1.415  1.633  -0.060
Cl  -5.894  -1.938  3.025  0.026
C  0.391  -3.404  -1.750  -0.634
C  1.849  -3.125  -1.539  0.088
C  2.898  -3.945  -1.915  -0.350
C  4.082  -3.278  -1.537  -0.338
C  3.695  -2.083  -0.961  0.089
C  4.573  -0.995  -0.435  -0.628
N  2.331  -1.986  -0.947  -0.693
H  0.108  -4.350  -1.280  0.189
H  0.175  -3.494  -2.819  0.203
H  -0.238  -2.614  -1.348  0.234
H  2.818  -4.903  -2.407  0.190
H  5.097  -3.616  -1.682  0.192
H  5.610  -1.328  -0.406  0.206
H  4.267  -0.702  0.570  0.206
H  4.514  -0.106  -1.067  0.216
Te  2.452  2.401  -0.186  -0.239
C  2.997  2.591  1.863  -0.242
C  2.866  3.814  2.518  -0.195
C  3.305  3.968  3.824  -0.242
C  3.866  2.900  4.509  -0.244
C  3.986  1.675  3.869  -0.199
C  3.566  1.529  2.557  -0.238
H  2.423  4.655  1.998  0.200
H  3.209  4.934  4.307  0.198
H  4.204  3.021  5.530  0.199
H  4.414  0.824  4.384  0.206
H  3.671  0.571  2.074  0.224
S  1.179  -0.775  2.345  -0.243
C  1.030  -2.443  2.359  0.279
N  0.081  -3.055  1.588  -0.533
C  -0.033  -4.385  1.550  0.132
C  0.802  -5.171  2.295  -0.358
C  1.713  -4.494  3.120  0.129
N  1.815  -3.188  3.163  -0.457
H  -0.589  -2.459  1.027  0.493
H  -0.818  -4.783  0.923  0.226
H  0.755  -6.247  2.254  0.226
H  2.381  -5.043  3.776  0.191

---

Entry 2:
DFT (ωB97M-V/def2-TZVPD) results for a molecular structure, C30H27FeN4PS3Te.

Calculated values
- E_LUMO (spin up / spin down): -0.194 / -1.269 eV
- Spin multiplicity: 5
- Total charge: 0
- HOMO (spin up / spin down): -6.9 / -6.0 eV
- Molecular weight: 754.194 Da
- ΔE to the lowest compared entry with this formula, charge and spin: 37.8 kcal/mol

Last column: natural (NBO) charge in e.
Element x y z (Å)
Fe  -0.001  -0.322  1.194  0.837
C  4.529  -1.847  3.732  -0.750
S  2.976  -2.025  4.625  0.272
C  1.757  -1.687  3.381  -0.087
S  2.182  -1.596  1.697  -0.302
N  0.582  -1.517  3.861  -0.349
N  -0.401  -1.201  2.938  -0.365
C  -0.983  -2.246  2.392  -0.056
C  -2.166  -2.148  1.561  0.154
C  -2.905  -3.301  1.257  -0.240
C  -4.016  -3.198  0.447  -0.154
C  -4.382  -1.951  -0.051  -0.280
C  -3.600  -0.863  0.294  0.068
N  -2.520  -0.946  1.068  -0.526
H  5.306  -1.983  4.484  0.227
H  4.638  -2.604  2.959  0.226
H  4.622  -0.856  3.294  0.232
H  -0.628  -3.246  2.629  0.211
H  -2.597  -4.254  1.666  0.227
H  -4.598  -4.078  0.205  0.223
H  -5.239  -1.824  -0.697  0.228
H  -3.838  0.125  -0.090  0.199
N  -1.474  1.773  0.703  -0.872
C  -1.636  2.059  -0.677  0.158
C  -2.361  3.188  -1.069  -0.243
C  -2.555  3.488  -2.403  -0.179
C  -2.044  2.649  -3.386  -0.239
C  -1.304  1.545  -3.008  -0.186
C  -1.063  1.249  -1.665  -0.313
P  0.099  -0.082  -1.204  0.806
C  -0.270  -1.411  -2.393  -0.363
C  -1.186  -2.388  -2.011  -0.125
C  -1.536  -3.404  -2.886  -0.225
C  -0.960  -3.464  -4.146  -0.197
C  -0.030  -2.506  -4.528  -0.210
C  0.314  -1.483  -3.657  -0.198
C  1.717  0.540  -1.756  -0.369
C  2.804  -0.315  -1.560  -0.201
C  4.088  0.102  -1.872  -0.203
C  4.300  1.381  -2.371  -0.201
C  3.226  2.237  -2.555  -0.223
C  1.937  1.821  -2.250  -0.147
H  -1.687  2.580  1.274  0.393
H  -2.037  0.978  1.009  0.410
H  -2.788  3.824  -0.301  0.213
H  -3.122  4.370  -2.676  0.218
H  -2.210  2.861  -4.434  0.219
H  -0.884  0.902  -3.773  0.221
H  -1.615  -2.360  -1.018  0.202
H  -2.250  -4.157  -2.576  0.215
H  -1.225  -4.263  -4.826  0.216
H  0.432  -2.556  -5.505  0.217
H  1.051  -0.747  -3.955  0.224
H  2.645  -1.305  -1.149  0.229
H  4.922  -0.568  -1.713  0.220
H  5.304  1.710  -2.605  0.216
H  3.388  3.239  -2.931  0.215
H  1.108  2.504  -2.384  0.214
Te  2.085  1.548  1.791  0.249
C  1.223  2.585  3.380  -0.540
C  1.787  3.546  4.178  -0.276
C  0.916  4.020  5.190  -0.258
C  -0.298  3.400  5.168  -0.423
S  -0.386  2.248  3.907  0.455
H  2.802  3.893  4.045  0.227
H  1.182  4.778  5.913  0.223
H  -1.127  3.559  5.837  0.236

---

Entry 3:
DFT (ωB97M-V/def2-TZVPD) results for a molecular structure, C30H27N2O8S2W.

Calculated values
- E_LUMO (spin up / spin down): -3.438 / -3.424 eV
- Total charge: +1
- HOMO (spin up / spin down): -10.9 / -10.9 eV
- Molecular weight: 791.526 Da

Last column: natural (NBO) charge in e.
Element x y z (Å)
W  0.027  0.662  0.595  1.897
O  -0.399  2.754  0.948  -0.636
C  -1.609  2.417  0.740  0.811
O  -1.803  1.458  -0.088  -0.666
C  -2.679  2.895  1.665  -0.337
C  -4.035  2.219  1.423  0.080
C  -5.098  2.882  2.308  -0.430
C  -4.762  2.277  3.696  -0.429
C  -3.535  1.426  3.353  0.098
O  -3.838  0.941  2.042  -0.522
C  -2.326  2.367  3.108  -0.342
C  -1.001  1.637  3.266  0.829
O  -0.224  1.855  4.147  -0.536
O  -0.790  0.643  2.361  -0.764
H  -2.703  3.984  1.650  0.265
H  -4.296  2.087  0.378  0.227
H  -5.031  3.969  2.286  0.218
H  -6.096  2.599  1.981  0.231
H  -4.554  3.025  4.459  0.221
H  -5.568  1.639  4.053  0.229
H  -3.334  0.593  4.022  0.219
H  -2.304  3.183  3.825  0.254
C  -2.584  -1.765  0.271  -0.683
C  -1.263  -2.259  0.748  0.117
N  -0.215  -1.495  0.958  -0.508
C  0.855  -2.188  1.497  0.087
C  0.627  -3.510  1.659  -0.399
S  -0.963  -3.888  1.153  0.550
C  2.004  -1.365  1.844  0.186
C  3.175  -1.688  2.432  -0.429
S  4.111  -0.273  2.657  0.552
C  2.904  0.690  1.936  0.145
N  1.862  -0.018  1.555  -0.536
C  3.038  2.162  1.789  -0.678
H  -2.465  -0.892  -0.370  0.249
H  -3.176  -1.431  1.126  0.285
H  -3.132  -2.543  -0.256  0.246
H  1.292  -4.263  2.047  0.266
H  3.519  -2.657  2.752  0.264
H  3.807  2.543  2.457  0.244
H  2.087  2.641  2.021  0.263
H  3.294  2.414  0.758  0.277
O  0.108  -0.256  -1.368  -0.696
C  1.360  -0.225  -2.129  0.085
C  2.015  1.047  -1.589  0.788
O  3.047  1.464  -2.037  -0.557
O  1.353  1.592  -0.590  -0.722
C  1.044  -0.088  -3.603  0.008
C  1.941  -0.571  -4.549  -0.203
C  1.684  -0.396  -5.899  -0.195
C  0.530  0.257  -6.310  -0.193
C  -0.361  0.747  -5.368  -0.185
C  -0.103  0.583  -4.014  -0.241
C  2.132  -1.485  -1.769  -0.078
C  1.517  -2.712  -2.029  -0.172
C  2.125  -3.898  -1.658  -0.217
C  3.370  -3.872  -1.039  -0.206
C  3.996  -2.659  -0.803  -0.189
C  3.379  -1.465  -1.161  -0.212
H  -0.399  -1.044  -1.602  0.521
H  2.844  -1.075  -4.230  0.226
H  2.386  -0.770  -6.632  0.226
H  0.329  0.389  -7.365  0.226
H  -1.256  1.265  -5.683  0.223
H  -0.793  0.988  -3.284  0.223
H  0.572  -2.742  -2.565  0.206
H  1.643  -4.842  -1.874  0.227
H  3.858  -4.799  -0.765  0.227
H  4.976  -2.635  -0.345  0.225
H  3.888  -0.525  -0.990  0.242